5 unconnected molecules or ions with the total composition C16H44B2FO6, computed with wB97M-V/def2-TZVPD.

Element x y z (Å)
1 O -2.14370 4.37959 -1.86718
2 B -1.96069 2.99711 -2.10369
3 O -2.89777 2.50613 -3.00699
4 B -0.79328 1.90633 -1.43197
5 F -1.48749 0.66804 -0.99146
6 H -1.36404 4.86819 -2.14536
7 H -2.64569 1.59000 -3.17509
8 H -0.01596 1.58721 -2.36019
9 H -0.11910 2.36428 -0.50216
10 C 3.29783 -0.59340 1.96826
11 C 2.97790 0.01037 0.61223
12 O 3.07492 -0.89728 -0.47208
13 C 2.26108 -2.05699 -0.39003
14 C 0.78765 -1.81442 -0.11195
15 H 4.29378 -1.04142 2.00705
16 H 3.22768 0.18964 2.72422
17 H 2.57349 -1.36221 2.24163
18 H 3.69020 0.80169 0.37430
19 H 1.98620 0.47385 0.63660
20 H 2.67013 -2.75136 0.35887
21 H 2.38896 -2.53620 -1.36145
22 H 0.61812 -1.39694 0.88180
23 H 0.26724 -2.77339 -0.16253
24 H 0.33109 -1.13175 -0.83045
25 C -4.98821 1.64435 -0.53623
26 C -6.15478 0.72603 -0.24035
27 O -7.08240 1.22614 0.72264
28 C -7.65598 2.48021 0.41704
29 C -8.44655 2.50622 -0.88170
30 H -4.43761 1.88008 0.37328
31 H -4.29210 1.16593 -1.22243
32 H -5.30152 2.58018 -1.00059
33 H -5.79901 -0.20942 0.19195
34 H -6.68206 0.47035 -1.16781
35 H -6.89045 3.26406 0.40121
36 H -8.31998 2.69370 1.25686
37 H -7.80819 2.33169 -1.74788
38 H -8.91287 3.48499 -1.00770
39 H -9.22992 1.74625 -0.87075
40 C 0.50722 2.11180 5.33864
41 C 0.93628 2.37859 3.90393
42 O 0.72569 1.29472 3.02855
43 C -0.62114 0.87419 2.85748
44 C -1.54480 1.95131 2.32617
45 H 1.01099 1.22673 5.73102
46 H 0.76669 2.96650 5.96647
47 H -0.56932 1.95702 5.41878
48 H 2.01246 2.55884 3.86792
49 H 0.44753 3.28445 3.52688
50 H -1.01040 0.45262 3.79417
51 H -0.56281 0.06254 2.13261
52 H -1.65949 2.78178 3.02743
53 H -2.53169 1.52181 2.15835
54 H -1.17311 2.33390 1.37475
55 C 5.87499 -2.29700 -2.98093
56 C 5.35246 -3.14516 -1.83526
57 O 4.43975 -4.15795 -2.23554
58 C 4.93290 -5.11356 -3.14987
59 C 6.11967 -5.91433 -2.63754
60 H 5.04563 -1.83413 -3.51640
61 H 6.50909 -1.50369 -2.58328
62 H 6.47059 -2.87378 -3.69148
63 H 4.78770 -2.51360 -1.15133
64 H 6.18449 -3.58420 -1.27069
65 H 5.18339 -4.64406 -4.10908
66 H 4.08966 -5.78090 -3.33243
67 H 6.99631 -5.28686 -2.47292
68 H 6.39169 -6.67725 -3.36907
69 H 5.87067 -6.40813 -1.69726

Summary:
Highest occupied orbital energy ... -4.21 eV
Frontier orbital gap ... 6.81 eV
E ... -33663.5100 eV
Total charge ... -1
Relative energy (zero: lowest compared OMol25 entry of this formula, charge and spin) ... 0.000 eV
Maximum force ... 0.53 eV/A